A molecular structure, C40H44F4N6O4STi at a distorted geometry, computed with ωB97M-V/def2-TZVPD.

XYZ file:
```
100
Properties=species:S:1:pos:R:3:mulliken_charge:R:1
Ti -0.36962 -0.35229 1.17528 -1.11
C -1.24904 5.62469 0.36248 -1.52
C -0.63267 4.28101 -0.04166 -0.29
N 0.36758 3.73012 0.86968 0.76
C 1.50916 4.61020 1.08968 -0.66
C 2.27743 4.92029 -0.19010 -1.31
C -0.15387 3.28504 2.16007 -0.96
C -1.38779 2.36524 2.15879 -1.59
N -1.44242 1.36486 1.07684 1.13
C -2.71059 0.91421 0.82363 0.43
C -3.19814 0.85937 -0.49630 -0.44
F -2.36189 1.24399 -1.48040 -0.59
C -4.50711 0.56075 -0.79520 0.27
F -4.93378 0.64807 -2.06527 -0.40
C -5.41538 0.24167 0.19496 -0.64
C -4.96297 0.25182 1.50234 0.21
F -5.81610 -0.07533 2.48610 -0.37
C -3.66562 0.58448 1.81307 1.06
F -3.25365 0.50135 3.08707 -0.42
H -2.01862 5.88996 -0.36317 0.47
H -0.50679 6.42527 0.37640 0.30
H -1.71354 5.56500 1.34825 0.27
H -0.16618 4.38676 -1.02506 0.53
H -1.41544 3.53447 -0.14021 -0.13
H 2.17486 4.09592 1.79080 0.39
H 1.21265 5.55452 1.57460 0.52
H 2.52581 3.99732 -0.71731 0.17
H 3.20323 5.44278 0.05406 0.45
H 1.70062 5.55790 -0.86005 0.30
H -0.41128 4.15465 2.79010 0.60
H 0.65761 2.76391 2.67033 0.13
H -2.28276 2.99873 2.08680 0.60
H -1.40799 1.89959 3.14645 0.41
H -6.44323 0.00763 -0.03825 0.50
O 4.48876 -0.10693 2.48675 -0.48
C 3.94654 0.58622 3.52641 0.96
C 4.75921 1.34008 4.36278 -0.83
C 4.21561 2.09926 5.38555 -0.53
C 2.84180 2.12227 5.56848 -0.92
C 2.03020 1.37300 4.73819 -0.30
C 2.55492 0.57552 3.71959 0.06
C 1.60692 -0.18799 2.88923 0.83
O 0.38510 0.27951 2.75579 -0.25
N 1.96069 -1.30976 2.30890 -1.30
N 0.89038 -1.76710 1.58771 1.31
C 0.80025 -3.01603 1.21400 -0.96
C -0.47041 -3.54200 0.81212 1.00
C -0.57600 -4.85773 0.33208 -0.66
C -1.79773 -5.43827 0.07168 -0.61
C -2.96880 -4.71914 0.30777 -0.57
C -2.90119 -3.42264 0.78309 -0.24
C -1.67319 -2.79972 1.02516 -0.04
O -1.65031 -1.55185 1.47288 0.04
H 5.44762 -0.07398 2.55914 0.32
H 5.83246 1.33055 4.20293 0.29
H 4.86919 2.67265 6.02935 0.40
H 2.41075 2.71573 6.36350 0.42
H 0.95558 1.37387 4.86766 0.43
H 1.66313 -3.67019 1.31685 0.40
H 0.33706 -5.42307 0.18054 0.45
H -1.84645 -6.45798 -0.28853 0.41
H -3.93368 -5.17745 0.13232 0.51
H -3.80264 -2.85700 0.99134 0.45
N 4.26819 -0.16451 -1.99811 -0.54
C 3.35962 0.78514 -1.34860 -0.85
C 2.50666 0.03570 -0.32283 -0.43
N 1.30432 0.75785 0.12204 0.28
H 4.97795 0.32064 -2.53322 0.25
H 2.43926 -1.21353 -3.44389 -0.08
H 4.74483 -0.72146 -1.29707 0.20
H 2.71949 1.23218 -2.11802 0.33
H 3.90376 1.59338 -0.84484 0.37
H 3.11618 -0.15531 0.55311 0.17
H 2.22568 -0.93256 -0.74505 0.11
H 0.80246 1.14959 -0.66696 0.37
H 1.56634 1.55760 0.68716 -0.03
O -0.50213 -1.03171 -0.87782 -0.04
S -0.40469 -0.82964 -2.37215 0.07
C -1.94857 -1.45953 -3.05920 0.92
C -2.31442 -1.11140 -4.34917 -0.91
C -3.48255 -1.63640 -4.87873 -0.80
C -4.26448 -2.50320 -4.12779 -0.71
C -3.88901 -2.83121 -2.83363 -0.88
C -2.73081 -2.29891 -2.29015 0.43
C 0.58231 -2.17968 -3.01302 0.46
C 0.32448 -3.46219 -2.62559 0.08
C 1.08230 -4.53143 -3.11184 -1.01
C 2.10159 -4.29103 -4.06825 -0.41
C 2.37558 -3.03863 -4.49811 -0.89
C 1.68286 -1.83195 -3.95786 0.29
H -1.69634 -0.44145 -4.93592 0.48
H -3.79205 -1.35946 -5.87817 0.42
H -5.17362 -2.91309 -4.54784 0.41
H -4.50754 -3.48297 -2.22921 0.47
H -2.43537 -2.52937 -1.27736 -0.06
H -0.47473 -3.65793 -1.92075 0.23
H 0.85725 -5.53992 -2.79425 0.49
H 2.64863 -5.13103 -4.47866 0.40
H 3.12863 -2.86800 -5.25769 0.45
H 1.31964 -1.20834 -4.78861 0.31
```

Calculated values
Net charge: 0
HOMO (alpha / beta), Ha: -0.206 / -0.265
Spin multiplicity: 3
Gap between HOMO and LUMO (alpha / beta), eV: 5.64 / 6.30
Total energy, eV: -104144.645

=====

A molecular structure, C40H44FeN3OP2S2 at a distorted geometry, computed with ωB97M-V/def2-TZVPD.

XYZ file:
```
93
Properties=species:S:1:pos:R:3:mulliken_charge:R:1
Fe -0.70181 -0.54428 -0.43237 -0.10
C 3.94886 6.56700 0.01676 -0.77
S 5.15152 5.33680 0.56406 -0.11
C 4.02526 4.15919 1.34003 -0.91
C 3.19563 3.36464 0.34005 0.13
C 2.34427 2.31159 1.03861 -1.42
N 1.53184 1.53086 0.07026 0.96
P 1.76226 -0.19654 -0.03500 0.64
C 3.54622 -0.41703 0.16885 0.17
C 4.03055 -1.15330 1.24415 -0.07
C 5.40096 -1.31804 1.40503 -0.74
C 6.27577 -0.74109 0.49640 -0.47
C 5.78861 -0.00684 -0.58332 -0.86
C 4.42460 0.15140 -0.75400 -0.53
C 1.54202 -0.56678 -1.82869 0.36
C 1.08404 0.31333 -2.80714 0.03
C 0.91905 -0.12113 -4.11974 -0.69
C 1.20537 -1.43168 -4.45684 -0.66
C 1.67622 -2.31553 -3.48792 -0.64
C 1.83598 -1.88870 -2.18607 -0.66
P -0.12741 1.89423 -0.11033 0.92
C -0.19207 3.65162 -0.51444 0.18
C -0.31211 4.01792 -1.85486 -0.41
C -0.35572 5.35829 -2.21288 -0.81
C -0.29120 6.33484 -1.22876 -0.61
C -0.18544 5.97231 0.11063 -0.84
C -0.14330 4.63504 0.47134 -0.05
C -0.89757 1.82398 1.54782 0.54
C -2.12730 2.45983 1.73296 -0.48
C -2.84299 2.27328 2.90422 -0.82
C -2.34552 1.44247 3.90123 -0.60
C -1.12937 0.80101 3.72374 -0.79
C -0.41105 0.98426 2.54917 -0.15
H 4.51980 7.41183 -0.36543 0.39
H 3.34114 6.90345 0.85836 0.24
H 3.30945 6.18425 -0.77851 0.21
H 3.38512 4.70479 2.04008 0.31
H 4.66554 3.49334 1.92362 0.41
H 3.86253 2.87695 -0.37468 0.20
H 2.54307 4.03449 -0.22168 -0.15
H 1.68368 2.78018 1.77294 0.55
H 2.99669 1.63636 1.59566 0.78
H 3.34341 -1.59591 1.95631 0.44
H 5.78296 -1.89503 2.23710 0.44
H 7.34386 -0.86262 0.62513 0.43
H 6.47545 0.43603 -1.29349 0.45
H 4.03867 0.71241 -1.59862 0.45
H 0.90711 1.35122 -2.56504 0.34
H 0.57116 0.57151 -4.87508 0.48
H 1.06773 -1.76966 -5.47622 0.41
H 1.91491 -3.33704 -3.75341 0.48
H 2.20486 -2.57730 -1.43378 0.45
H -0.37079 3.25581 -2.62424 0.46
H -0.44811 5.63847 -3.25439 0.46
H -0.33602 7.38176 -1.50182 0.43
H -0.14408 6.73500 0.87830 0.44
H -0.07194 4.36360 1.51761 0.42
H -2.52934 3.10266 0.95669 0.50
H -3.79196 2.77638 3.03922 0.45
H -2.90532 1.29750 4.81652 0.41
H -0.73550 0.15547 4.49869 0.47
H 0.53962 0.48284 2.43171 0.31
C -5.36413 -4.52902 1.09935 -1.04
C -5.45160 -3.78002 -0.22421 -0.65
N -4.88300 -2.41965 -0.16263 0.08
C -5.82492 -1.29785 -0.06105 -0.90
C -6.16120 -0.92226 1.37772 -0.88
C -3.55786 -2.25959 -0.18149 0.37
S -2.96431 -0.62821 0.02891 -0.22
N -2.84075 -3.37824 -0.28856 -0.11
C -1.54363 -3.44260 -0.52309 -0.13
O -0.75086 -2.49119 -0.79722 -0.70
C -0.94971 -4.81161 -0.49550 0.30
C -1.75674 -5.94456 -0.45833 -0.20
C -1.18250 -7.20646 -0.43300 -0.79
C 0.19963 -7.34408 -0.43871 -0.36
C 1.01001 -6.21630 -0.47589 -0.83
C 0.43526 -4.95560 -0.50859 0.16
H -5.80311 -5.52187 0.98553 0.34
H -5.90841 -4.00626 1.88698 0.34
H -4.32509 -4.64242 1.40688 0.25
H -6.49242 -3.66784 -0.52185 0.40
H -4.93652 -4.33375 -1.00394 0.44
H -6.72612 -1.59473 -0.59405 0.39
H -5.40379 -0.44383 -0.58099 0.50
H -6.64623 -1.74743 1.90079 0.29
H -6.84307 -0.06968 1.38330 0.39
H -5.25639 -0.64509 1.92089 0.24
H -2.83196 -5.82487 -0.45447 0.37
H -1.81415 -8.08528 -0.40723 0.42
H 0.64541 -8.33100 -0.41168 0.39
H 2.08782 -6.32293 -0.47559 0.42
H 1.05051 -4.06748 -0.53685 0.29
```

Calculated values
Net charge: +1
HOMO (alpha / beta), Ha: -0.383 / -0.383
Spin multiplicity: 5
Gap between HOMO and LUMO (alpha / beta), eV: 7.98 / 7.37
Total energy, eV: -123344.172

=====

Question: net charge of number 2 (C40H44FeN3OP2S2)?
Answer: +1

=====

Question: Which of these has the lowest spin multiplicity?
Answer: C40H44F4N6O4STi

=====

Question: The highest net charge belongs to which entry?
Answer: C40H44FeN3OP2S2